# 1
{
  "formula": "C22H27IrO4S",
  "method": "ωB97M-V with the def2-TZVPD basis set",
  "charge": -2,
  "homo_lumo_gap_ev": [2.0, 3.9],
  "multiplicity": 5,
  "total_energy_ha": -1657.64018,
  "species": ["Ir", "C", "C", "C", "H", "C", "C", "H", "H", "H", "H", "C", "C", "C", "H", "C", "C", "H", "H", "H", "H", "O", "C", "C", "C", "C", "C", "H", "H", "H", "H", "H", "H", "H", "H", "H", "H", "C", "C", "C", "C", "C", "C", "C", "S", "O", "O", "O", "H", "H", "H", "H", "H", "H", "H"],
  "positions_angstrom": [[0.3472, 1.3168, -0.6361], [2.1006, 0.9362, 0.6387], [2.2010, -0.0032, -0.4564], [2.2440, 0.7387, -1.6787], [2.1813, -1.0759, -0.3501], [2.2015, 2.1425, -1.3533], [2.1037, 2.2620, 0.0847], [2.0753, 3.1877, 0.6474], [2.0531, 0.6642, 1.6879], [2.2638, 0.3138, -2.6729], [2.2341, 2.9699, -2.0614], [-1.6297, 0.6800, 0.2478], [-1.2568, 2.0230, 0.6096], [-1.1855, 2.7899, -0.6184], [-1.0798, 2.3886, 1.6133], [-1.5141, 1.9040, -1.7157], [-1.7741, 0.6049, -1.1729], [-1.9964, -0.2969, -1.7435], [-1.7629, -0.1385, 0.9375], [-0.9462, 3.8422, -0.6990], [-1.5337, 2.1745, -2.7617], [0.7226, -2.5399, -0.8968], [-0.2538, -0.2738, -5.2833], [0.3559, -1.4723, -5.1472], [0.5563, 0.9835, -5.2369], [-1.7581, -0.2328, -5.2720], [0.6266, -2.5703, -2.1056], [1.4246, -1.4853, -4.9566], [-0.2590, -2.3586, -5.0119], [-0.3417, -2.8393, -2.6532], [1.5281, -2.2823, -2.7525], [0.6168, 1.6313, -6.1312], [1.5694, 0.7599, -4.9426], [0.1733, 1.5726, -4.4061], [-2.3026, -0.0433, -6.2257], [-2.0431, 0.5498, -4.5624], [-2.1528, -1.1551, -4.8415], [-0.6577, 0.4977, 7.0674], [-0.5448, -0.2190, 5.7575], [-0.8208, -1.5902, 5.7164], [-0.6272, -2.3220, 4.5488], [-0.1508, -1.6667, 3.4186], [0.0092, -0.2732, 3.3981], [-0.1592, 0.4397, 4.5778], [0.2139, -2.6342, 1.9427], [1.6585, -2.5286, 1.7883], [-0.3284, -3.9648, 2.1183], [-0.5982, -1.7101, 1.1302], [-1.6664, 0.3941, 7.4814], [0.0335, 0.0670, 7.8014], [-0.4282, 1.5584, 6.9587], [-1.1731, -2.0997, 6.6140], [-0.8277, -3.3888, 4.4943], [0.2531, 0.2537, 2.4744], [0.0251, 1.5177, 4.5902]],
  "forces_ev_per_a": [[-0.278, -0.162, 0.422], [0.208, -0.394, -0.832], [-0.309, 0.687, 0.324], [-0.279, 0.266, 0.503], [-0.233, -0.159, 0.073], [0.123, 0.079, -0.043], [0.513, -0.130, -0.291], [-0.074, -0.121, -0.195], [-0.099, 0.018, -0.230], [0.001, 0.050, 0.141], [-0.096, -0.330, 0.241], [0.025, 0.375, -0.078], [-0.493, -0.149, -0.918], [-0.473, -0.142, -0.023], [-0.024, -0.112, -0.167], [0.447, 0.073, 0.512], [0.515, 0.121, 0.220], [0.170, 0.300, 0.251], [0.210, 0.036, -0.071], [0.004, -0.183, -0.007], [0.051, 0.083, 0.117], [0.649, 0.202, 4.699], [0.618, -1.688, -0.533], [-0.704, 1.430, 0.290], [-0.196, 0.491, 0.165], [-0.431, 0.402, 0.137], [-0.759, -0.168, -5.906], [-0.102, -0.385, -0.255], [0.424, -0.056, -0.121], [1.099, 0.416, 0.557], [-1.006, -0.454, 0.570], [-0.414, -0.447, 0.271], [0.475, -0.228, -0.107], [-0.127, 0.470, -0.031], [0.663, 0.032, 0.452], [-0.241, 0.146, -0.162], [0.059, -0.082, -0.195], [0.140, -0.069, -0.392], [0.862, 2.603, -0.356], [-0.712, -2.536, 0.040], [-0.068, 0.591, 0.158], [-0.254, -3.129, -0.330], [0.341, 2.328, -0.416], [-0.116, -0.468, 0.741], [0.729, 1.087, 3.438], [-0.208, -0.218, -0.857], [0.107, -0.049, -0.479], [-0.421, -0.286, -1.988], [-0.189, 0.012, 0.158], [0.002, 0.030, 0.138], [-0.018, 0.058, 0.046], [0.055, 0.081, -0.090], [0.074, 0.130, 0.042], [-0.155, -0.285, 0.317], [-0.084, -0.167, 0.047]]
}



# 2
{
  "formula": "C5H7NO",
  "method": "ωB97M-V with the def2-TZVPD basis set",
  "homo_lumo_gap_ev": 10.1,
  "total_energy_ha": -324.70614,
  "species": ["O", "C", "C", "C", "C", "C", "N", "H", "H", "H", "H", "H", "H", "H"],
  "positions_angstrom": [[-0.2035, -0.9407, -2.4422], [-0.1514, -0.6565, -1.2627], [-1.3554, -0.4367, -0.3800], [-1.0871, 0.6196, 0.6600], [0.1436, 0.9691, 1.0268], [1.3720, 0.3199, 0.4612], [1.0097, -0.6749, -0.5227], [-1.5155, -1.4094, 0.1128], [-2.2353, -0.2356, -0.9911], [-1.9484, 1.1005, 1.1145], [0.3058, 1.7587, 1.7558], [1.9560, -0.1559, 1.2596], [2.0288, 1.0905, 0.0201], [1.6808, -1.3485, -0.8121]],
  "forces_ev_per_a": [[0.005, -0.180, 0.480], [-0.104, -0.214, 0.019], [-0.147, 0.088, -0.074], [0.153, 0.115, 0.098], [-0.176, -0.028, -0.018], [-0.053, 0.047, 0.151], [-0.121, -0.053, -0.059], [-0.102, 0.190, -0.108], [0.061, 0.151, 0.076], [0.102, 0.003, -0.038], [-0.058, -0.121, -0.053], [-0.136, 0.077, -0.022], [-0.149, -0.134, 0.071], [0.725, 0.057, -0.522]]
}